#1
Computed, not measured: a structure of composition C14H13IrN2O5S2, with ωB97M-V/def2-TZVPD.

Summary:
- 2S+1 = 5
- ⟨S²⟩ = 6.02
- total charge = 0
- HOMO-LUMO gap (spin up / spin down) (Ha) = 0.250 / 0.258
- LUMO (spin up / spin down) (Ha) = -0.0162 / -0.0802

Last column: Mulliken charge in e.
CARTESIAN COORDINATES (ANGSTROEM)
Ir 0.620 -0.302 -0.106  1.0962
S 1.390 -2.467 1.931  1.4354
S 1.112 1.755 1.126  -0.4517
O 1.086 0.952 -1.701  -0.6901
O -3.160 -1.947 -0.136  -0.6476
O 1.173 -3.884 1.873  -0.6832
O 1.743 -1.847 3.170  -0.7121
O -1.323 -0.845 -0.781  -0.6753
N 0.116 -1.689 1.233  -0.1409
N 1.871 1.995 -1.437  0.4790
C 3.431 4.203 -1.054  -0.1123
C 4.538 -0.694 0.128  -0.5313
C 1.947 2.507 -0.181  0.6348
C 3.322 3.632 -2.329  -0.7587
C 3.647 -1.123 1.098  -0.4493
C 2.615 -1.979 0.733  -0.6493
C 2.533 2.532 -2.488  -0.3092
C 2.500 -2.435 -0.586  -0.1475
C -1.195 -2.308 1.133  -0.3398
C 2.752 3.645 -0.003  -0.7913
C -1.996 -1.654 -0.002  0.4435
C 4.425 -1.109 -1.198  0.8702
C 3.407 -1.998 -1.539  -0.5059
C 5.374 -0.590 -2.242  -1.4266
H 6.398 -0.573 -1.868  0.3925
H 5.111 0.433 -2.522  0.2301
H 3.316 -2.346 -2.560  0.3701
H -1.768 -2.194 2.055  0.3267
H 1.724 -3.147 -0.843  0.4053
H 5.338 -0.017 0.407  0.4339
H 2.812 4.059 0.993  0.4021
H 3.715 -0.785 2.123  0.5099
H 5.346 -1.201 -3.142  0.3730
H 4.044 5.080 -0.899  0.4073
H -1.107 -3.378 0.933  0.3172
H 2.361 2.017 -3.421  0.4748
H 3.839 4.043 -3.183  0.4199

#2
Computed, not measured: a structure of composition C14H13IrN2O5S2, with ωB97M-V/def2-TZVPD.

Summary:
- 2S+1 = 5
- ⟨S²⟩ = 6.01
- total charge = 0
- HOMO-LUMO gap (spin up / spin down) (Ha) = 0.286 / 0.268
- LUMO (spin up / spin down) (Ha) = -0.0112 / -0.0660

Last column: Mulliken charge in e.
CARTESIAN COORDINATES (ANGSTROEM)
Ir 0.738 0.831 -0.626  1.6465
S 0.009 3.077 -0.740  -0.3622
S 2.760 -1.069 -1.074  1.3032
O 0.535 -1.166 3.001  -0.6485
O 0.092 0.114 1.223  -0.8023
O -1.262 0.544 -1.317  -0.7864
O 2.162 -0.263 -2.165  -0.7881
O 4.125 -1.472 -1.200  -0.7258
N 2.446 -0.118 0.174  -0.5602
N -2.119 1.553 -1.193  0.3158
C 0.318 -4.876 -0.612  0.8975
C -0.251 -3.745 -1.196  -0.8838
C -0.477 -6.145 -0.476  -1.4399
C -3.432 1.257 -1.324  -0.2224
C -4.376 2.240 -1.251  -0.6940
C 2.344 -0.666 1.520  -0.3624
C -3.965 3.559 -1.038  -0.1365
C 1.641 -4.813 -0.189  -0.7148
C -1.678 2.805 -0.957  0.6130
C 1.795 -2.539 -0.920  0.4960
C 2.388 -3.656 -0.348  -0.5489
C 0.475 -2.578 -1.353  -0.4202
C 0.890 -0.608 1.991  0.6440
C -2.628 3.832 -0.891  -0.7147
H 0.016 -1.712 -1.812  0.4467
H 2.096 -5.681 0.273  0.3457
H -5.418 1.976 -1.355  0.3995
H 2.918 -0.049 2.214  0.3892
H 2.696 -1.693 1.603  0.1779
H -2.269 4.836 -0.720  0.3890
H -1.504 -5.937 -0.179  0.3640
H -0.033 -6.813 0.261  0.3609
H -4.692 4.358 -0.987  0.3864
H -3.636 0.210 -1.484  0.4648
H -1.280 -3.780 -1.531  0.3935
H -0.510 -6.675 -1.430  0.3013
H 3.425 -3.619 -0.043  0.4764

#3
Computed, not measured: a structure of composition C14H13IrN2O5S2, with ωB97M-V/def2-TZVPD.

Summary:
- 2S+1 = 5
- ⟨S²⟩ = 6.01
- total charge = 0
- HOMO-LUMO gap (spin up / spin down) (Ha) = 0.276 / 0.252
- LUMO (spin up / spin down) (Ha) = -0.0156 / -0.0794

Last column: Mulliken charge in e.
CARTESIAN COORDINATES (ANGSTROEM)
Ir 0.092 0.788 -1.991  1.6670
S -0.951 -1.806 -1.623  1.2111
S -1.090 2.724 -2.663  -0.3778
O 3.525 -1.433 -2.611  -0.6370
O -1.401 -3.132 -1.900  -0.7348
O 2.068 0.261 -2.293  -0.8265
O 0.021 1.802 -0.178  -0.8185
O -1.916 -0.711 -1.457  -0.6819
N -1.019 2.654 -0.017  0.3803
N -0.029 -1.155 -2.778  -0.5917
C -1.373 2.934 1.261  -0.2267
C 1.907 -2.515 1.107  -0.9548
C 1.249 -1.761 -3.205  -0.6796
C -1.609 3.198 -1.091  0.6800
C 1.214 -2.474 -0.085  -0.4789
C 0.125 -1.357 2.212  -0.7085
C 2.399 -0.985 -2.650  0.8485
C -0.586 -1.284 1.024  -0.4493
C 1.376 -1.962 2.272  0.8917
C 2.141 -2.044 3.568  -1.4411
C -2.657 4.101 -0.854  -0.7620
C -2.381 3.814 1.510  -0.7478
C -3.036 4.410 0.424  -0.0765
C -0.030 -1.835 -0.128  0.5568
H 1.336 -1.650 -4.287  0.3114
H 2.131 -3.063 3.960  0.3094
H -1.552 -0.798 0.981  0.4931
H 1.351 -2.812 -2.956  0.3675
H 1.710 -1.390 4.327  0.3603
H -2.651 4.028 2.534  0.3960
H 2.886 -2.985 1.131  0.4021
H 1.654 -2.925 -0.963  0.3818
H -0.792 2.412 2.005  0.4812
H -3.151 4.532 -1.715  0.3846
H -3.845 5.110 0.592  0.3855
H 3.185 -1.760 3.424  0.3528
H -0.301 -0.929 3.114  0.3324

If we sort the structures by their calculated energies, the order from most to least stable is #2, #1, #3.

#1
Computed, not measured: a cluster of 6 separate species, C26H50NO10 in total, with ωB97M-V/def2-TZVPD.

Summary:
- 2S+1 = 1
- total charge = +1
- HOMO-LUMO gap (Ha) = 0.311
- LUMO (Ha) = -0.1208

Last column: Mulliken charge in e.
CARTESIAN COORDINATES (ANGSTROEM)
O 1.819 -4.438 3.989  -0.3891
O 4.010 -0.024 0.667  -0.5703
O -5.807 3.589 -0.439  -0.3616
O -1.309 -4.381 -2.371  -0.5903
O -0.228 -0.267 2.210  -0.7075
O 0.333 -2.929 -2.007  -0.2806
O 0.442 -3.583 2.468  -0.5457
O -1.425 -0.346 0.342  -0.3325
O 4.612 1.497 2.172  -0.3740
O -5.843 1.513 -1.227  -0.5567
N 0.656 2.999 -4.202  -0.1931
C 3.696 0.909 1.380  0.6553
C 0.963 1.961 -5.265  -0.7956
C 1.996 -4.576 6.412  -0.9523
C -5.329 4.944 -0.457  -0.3298
C -2.003 -1.835 2.203  -0.8759
C -5.006 3.150 -2.718  -1.0271
C 4.097 1.798 -3.555  -0.2308
C 1.516 0.692 -4.402  0.3462
C 2.265 1.360 1.468  -0.0707
C -0.150 -4.186 -2.068  0.7985
C 0.835 -2.222 4.368  -0.6084
C 2.699 -2.687 -2.526  -0.9804
C -0.235 2.220 -3.228  -0.6345
C -2.328 -1.006 -0.560  -0.0145
C 3.751 2.451 4.237  -0.8767
C -1.133 -0.781 1.581  0.7047
C -5.555 2.679 -1.399  0.8351
C -6.273 5.842 -1.229  -0.9437
C 1.038 -3.448 3.521  0.7838
C 0.658 0.879 -2.998  0.3003
C 2.715 -4.308 5.105  -0.3621
C 3.023 1.116 -3.934  -0.4517
C 1.619 -2.575 -1.468  0.2012
C -3.757 -0.560 -0.325  -1.0544
C 0.794 -5.337 -1.853  -1.0992
C 4.398 2.720 2.894  -0.3499
H 1.699 -1.964 4.977  0.3730
H 3.221 -3.340 5.094  0.3288
H 1.741 0.756 2.209  0.0889
H 1.846 -3.157 -0.572  0.3046
H 4.354 1.747 4.817  0.2867
H 1.448 3.334 -3.609  0.3878
H -0.550 2.843 -2.315  0.3708
H 1.870 2.349 -5.879  0.4252
H -1.079 1.864 -3.953  0.2740
H 1.531 0.976 -2.239  0.0632
H 2.153 2.417 1.704  0.3412
H 2.447 -2.073 -3.396  0.1644
H 2.761 2.002 4.124  0.1981
H 5.386 3.160 3.054  0.3107
H 1.541 -1.532 -1.146  -0.1384
H 0.260 3.889 -4.554  0.3635
H -5.937 6.881 -1.187  0.3584
H 0.231 -6.167 -1.420  0.3411
H -6.344 5.544 -2.278  0.2644
H 0.136 -0.078 -2.620  -0.3385
H -7.283 5.782 -0.815  0.3002
H -0.041 -2.362 5.004  0.2817
H -5.297 5.271 0.586  0.3203
H -4.357 4.020 -2.636  0.3454
H 3.835 3.440 2.293  0.3418
H -4.302 4.995 -0.827  0.2748
H 1.208 -5.647 -2.814  0.2904
H 2.805 -3.714 -2.884  0.3282
H 3.493 -5.063 4.963  0.3079
H 1.598 -5.118 -1.154  0.3362
H 1.797 1.215 0.491  -0.2885
H 1.524 -5.563 6.392  0.2901
H -2.212 -2.091 -0.510  0.2127
H 2.694 -4.537 7.251  0.3628
H -3.837 0.527 -0.408  0.1523
H -4.429 -1.018 -1.055  0.4593
H 0.087 1.727 -5.998  0.3070
H -4.101 -0.826 0.677  0.2464
H -2.023 -0.711 -1.568  0.2285
H -4.393 2.350 -3.140  0.2660
H -5.833 3.364 -3.397  0.2812
H -2.808 -1.355 2.763  0.3289
H 4.894 2.596 -3.277  0.3461
H -1.391 -2.424 2.889  0.0390
H 0.663 -1.370 3.703  0.0424
H 1.447 -0.343 -4.890  0.4583
H -2.418 -2.540 1.486  0.3353
H 3.662 -2.358 -2.129  0.3374
H 1.201 -3.848 6.589  0.2747
H 3.646 3.378 4.807  0.3592

#2
Computed, not measured: a cluster of 6 separate species, C26H50NO10 in total, with ωB97M-V/def2-TZVPD.

Summary:
- 2S+1 = 1
- total charge = +1
- HOMO-LUMO gap (Ha) = 0.316
- LUMO (Ha) = -0.1187

Last column: Mulliken charge in e.
CARTESIAN COORDINATES (ANGSTROEM)
O 3.928 0.005 0.484  -0.5473
O -5.880 3.608 -0.502  -0.3649
O 1.841 -4.465 3.866  -0.3936
O -0.261 -0.269 2.183  -0.6992
O -1.453 -0.330 0.349  -0.3358
O 0.444 -3.589 2.409  -0.5303
O 4.585 1.504 1.957  -0.3803
O 0.343 -2.889 -1.914  -0.2822
O -5.870 1.557 -1.298  -0.5457
O -1.274 -4.321 -2.326  -0.5815
N 0.760 2.950 -4.025  -0.1638
C 2.204 1.375 1.350  -0.0355
C 1.612 -2.543 -1.337  0.3759
C 0.699 0.903 -2.865  0.3707
C -2.356 -0.977 -0.556  -0.0201
C 2.755 -4.352 4.962  -0.3775
C 2.727 -2.653 -2.356  -1.0241
C -5.596 2.714 -1.464  0.8319
C -5.427 4.965 -0.509  -0.3460
C 1.575 0.732 -4.215  0.3601
C -0.149 2.171 -3.091  -0.7711
C -3.787 -0.525 -0.354  -1.1112
C -5.028 3.204 -2.776  -1.0403
C 2.961 1.108 -3.770  -0.9259
C 3.957 1.678 -3.417  0.1432
C -1.169 -0.781 1.577  0.7230
C 1.053 -3.465 3.443  0.7998
C 2.074 -4.644 6.283  -0.9656
C -2.033 -1.843 2.195  -0.9071
C 3.800 2.445 4.060  -0.8957
C 3.635 0.925 1.204  0.6342
C 0.799 -5.305 -1.739  -1.1114
C 4.391 2.716 2.693  -0.3444
C -0.135 -4.148 -1.989  0.8011
C 1.087 1.943 -5.066  -1.0143
C 0.873 -2.247 4.316  -0.6461
C -6.368 5.859 -1.289  -0.9529
H 1.522 -1.505 -1.013  -0.2434
H 3.717 3.369 4.632  0.3604
H -0.940 1.851 -3.790  0.3310
H 0.183 -0.008 -2.530  -0.3336
H -0.471 2.749 -2.220  0.4244
H -2.027 -0.682 -1.554  0.2460
H 2.810 1.993 3.988  0.2053
H 2.796 -4.616 7.100  0.3641
H -4.397 5.032 -0.866  0.2872
H 3.528 -5.099 4.781  0.3134
H -4.403 2.414 -3.190  0.2742
H 0.683 -1.392 3.662  0.0305
H 2.507 -2.035 -3.230  0.1957
H 1.702 1.225 0.395  -0.3475
H 0.270 1.734 -5.770  0.3397
H 1.811 -3.128 -0.438  0.2404
H -3.864 0.557 -0.439  0.1642
H -2.242 -2.060 -0.504  0.2212
H -1.416 -2.429 2.865  0.0631
H -6.419 5.571 -2.340  0.2687
H -4.397 4.086 -2.680  0.3465
H 1.749 -2.002 4.912  0.3948
H 1.608 -5.629 6.259  0.2945
H -5.845 3.409 -3.465  0.2829
H 2.844 -3.677 -2.713  0.3429
H -4.443 -0.981 -1.095  0.4627
H 5.382 3.156 2.807  0.3156
H -5.412 5.278 0.534  0.3233
H 1.583 -5.088 -1.017  0.3326
H -6.045 6.899 -1.233  0.3583
H 3.674 -2.327 -1.924  0.3218
H -2.455 -2.541 1.475  0.3379
H 1.542 3.264 -3.435  0.3709
H -2.834 -1.369 2.764  0.3357
H 3.800 3.431 2.118  0.3442
H 0.013 -2.397 4.970  0.2808
H 4.430 1.746 4.612  0.2906
H 1.510 -0.254 -4.681  0.5678
H 1.501 1.000 -2.116  0.0274
H 3.255 -3.383 4.955  0.3362
H 0.218 -6.128 -1.330  0.3469
H 1.709 0.770 2.105  0.0868
H 0.374 3.831 -4.374  0.3564
H 1.285 -3.922 6.495  0.2761
H 1.956 2.309 -5.633  0.4795
H -4.152 -0.791 0.639  0.2589
H 2.096 2.430 1.594  0.3801
H 1.243 -5.616 -2.684  0.2965
H -7.380 5.784 -0.888  0.3027
H 4.755 2.342 -3.138  0.4179

If we sort the structures by their calculated energies, the order from most to least stable is #2, #1.

#1
Computed, not measured: the ion C7H13N2 with charge +1, with ωB97M-V/def2-TZVPD.

Summary:
- 2S+1 = 1
- total charge = +1
- HOMO-LUMO gap (Ha) = 0.319
- SMILES string = CC1=C(C)[N+](C)(C)N=C1
- LUMO (Ha) = -0.1677

Last column: Mulliken charge in e.
CARTESIAN COORDINATES (ANGSTROEM)
N -0.841 0.570 0.393  1.0163
N -1.511 -0.174 1.327  -1.2776
C 1.058 0.265 -1.391  -1.2534
C -0.974 -1.359 1.322  -0.2921
C 0.157 -0.198 -0.315  0.5132
C -0.165 1.682 1.223  -0.8701
C 0.029 -1.619 0.376  0.4685
C 1.016 -2.586 0.176  -1.1196
C -1.650 1.196 -0.611  -0.7434
H 1.719 -0.541 -1.549  0.3192
H 1.728 1.148 -1.087  0.3194
H 0.563 -3.613 -0.014  0.3245
H 0.168 2.523 0.597  0.4273
H 1.600 -2.747 1.156  0.2864
H -1.099 1.415 -1.430  0.3635
H -1.931 2.162 -0.176  0.3637
H -1.255 -2.133 2.077  0.4500
H 0.435 1.272 2.034  0.3372
H 0.536 0.598 -2.238  0.3374
H -1.043 2.148 1.638  0.4231
H 1.833 -2.204 -0.478  0.2888
H -2.609 0.739 -0.812  0.3177

#2
Computed, not measured: a structure of composition C7H13N2, with ωB97M-V/def2-TZVPD.

Summary:
- 2S+1 = 1
- total charge = +1
- HOMO-LUMO gap (spin up / spin down) (Ha) = 0.306 / 0.306
- LUMO (spin up / spin down) (Ha) = -0.1418 / -0.1418

Last column: Mulliken charge in e.
CARTESIAN COORDINATES (ANGSTROEM)
N 0.779 -1.269 0.048  0.1969
N -1.745 2.296 0.526  -0.1671
C 0.369 -0.029 0.121  -0.4231
C 1.732 -1.787 -1.035  -0.8749
C -0.238 0.967 -0.835  0.7387
C 1.171 -1.919 1.297  -1.0813
C -0.421 2.381 -0.187  -0.8217
C -1.531 0.245 -0.507  -0.7109
C -2.147 1.089 0.273  -0.3573
H -3.213 0.771 0.618  0.3416
H 1.552 -2.896 1.294  0.3980
H 2.532 -1.129 -1.282  0.3448
H 1.190 -1.953 -2.123  0.2765
H 0.143 -1.903 1.801  0.3615
H -0.516 3.148 -1.033  0.3501
H 2.020 -2.775 -0.719  0.3905
H 0.311 2.621 0.585  0.3431
H -0.008 -0.005 1.375  0.1824
H 0.258 0.897 -1.866  0.4163
H 1.825 -1.253 1.826  0.3810
H -2.126 3.151 0.741  0.2074
H -1.938 -0.647 -0.918  0.5074

#3
Computed, not measured: a structure of composition C7H13N2, with ωB97M-V/def2-TZVPD.

Summary:
- 2S+1 = 1
- total charge = +1
- HOMO-LUMO gap (spin up / spin down) (Ha) = 0.202 / 0.268
- LUMO (spin up / spin down) (Ha) = -0.1814 / -0.1423

Last column: Mulliken charge in e.
CARTESIAN COORDINATES (ANGSTROEM)
N -1.504 -0.334 0.064  0.0604
N 2.782 0.967 -0.369  -0.3758
C 0.271 -1.820 -0.455  -1.2249
C -0.330 -0.859 0.608  0.2438
C 0.785 0.295 0.948  -0.6920
C -2.639 0.226 0.820  -0.5482
C 1.358 1.163 -0.019  -0.6041
C -2.057 0.262 -1.016  -0.1483
C -3.086 0.917 -0.262  -0.6138
H -2.925 0.139 1.799  0.4933
H 0.335 0.938 1.759  0.3138
H 1.443 -2.022 -0.399  0.2426
H -0.607 -1.518 1.455  0.3358
H -3.830 1.703 -0.391  0.4051
H 3.024 0.080 -0.925  0.3613
H 3.423 0.848 0.565  0.4568
H 0.723 1.672 -0.662  0.5165
H 0.069 -1.351 -1.399  0.3648
H -1.890 -0.043 -2.117  0.2882
H 1.707 -0.184 1.420  0.3892
H -0.285 -2.861 -0.510  0.3201
H 3.230 1.784 -0.912  0.4155

If we sort the structures by their calculated energies, the order from most to least stable is #1, #2, #3.

#1
Computed, not measured: a cluster of 2 separate species, CH4O2S in total, with ωB97M-V/def2-TZVPD.

Summary:
- 2S+1 = 1
- total charge = 0
- HOMO-LUMO gap (Ha) = 0.387
- SMILES string = O=CO.S
- LUMO (Ha) = 0.0234

Last column: Mulliken charge in e.
CARTESIAN COORDINATES (ANGSTROEM)
S 1.123 2.807 0.677  -0.3148
O -0.614 -1.938 0.731  -0.3955
O -0.470 -1.722 -1.595  -0.4845
C -0.855 -2.327 -0.586  0.2006
H 1.519 3.604 -0.420  0.1608
H 0.788 3.969 1.330  0.1555
H -0.056 -1.179 0.534  0.3266
H -1.435 -3.214 -0.672  0.3514

#2
Computed, not measured: an isolated molecule of CH4O2S, with ωB97M-V/def2-TZVPD.

Summary:
- 2S+1 = 1
- total charge = 0
- HOMO-LUMO gap (Ha) = 0.363
- SMILES string = OCOS
- LUMO (Ha) = 0.0234

Last column: Mulliken charge in e.
CARTESIAN COORDINATES (ANGSTROEM)
S 2.361 0.445 0.147  -0.0638
O -1.355 0.900 -0.409  -0.5005
O 1.136 -0.347 -0.570  -0.3043
C -0.276 -0.185 -0.115  -0.1122
H -1.529 0.963 -1.439  0.3236
H -0.052 0.097 0.879  0.2334
H -0.623 -1.147 -0.273  0.2810
H 3.005 -0.534 0.867  0.1428

If we sort the structures by their calculated energies, the order from most to least stable is #1, #2.